Entry 1:
Formula: C15H20F13O8S2
Source: the OMol25 dataset
Level of theory: ωB97M-V with the def2-TZVPD basis set

- Total charge: -1
- HOMO level: -4.08 eV
- LUMO energy: 0.064 Eh
- Spin multiplicity: 1

Geometry as XYZ:
```
58
C15H20F13O8S2 (ωB97M-V with the def2-TZVPD basis set)
O -5.25574 2.16868 1.00300
C -4.66950 1.21665 0.40180
O -5.11826 0.22217 -0.22452
C -3.14551 1.25793 0.48758
C -2.59127 0.16457 1.38183
C -2.37711 0.56074 2.79954
F -3.37507 1.29081 3.26321
F -2.31285 -0.52979 3.60635
C -1.07452 1.41604 3.04713
F -0.43929 1.66031 1.89942
F -1.34756 2.58434 3.60567
C -0.03807 0.72805 3.91831
F 0.27633 -0.41740 3.30739
F -0.54182 0.44558 5.11013
C 1.31391 1.50037 4.13116
F 1.82552 1.11980 5.29994
F 2.15878 1.13826 3.16807
C 1.33150 3.04374 4.14022
F 0.93879 3.52829 2.97562
F 2.62209 3.36314 4.29973
C 0.51266 3.71955 5.30412
F -0.36009 4.56365 4.79402
F 1.34355 4.37622 6.11363
F -0.13147 2.79394 6.00627
H -2.88193 2.21556 0.89318
H -2.67245 1.18900 -0.47568
H -3.32226 -0.61930 1.42598
H -1.70856 -0.28184 0.97525
O -1.84990 1.08273 -2.67479
S -2.01361 1.00868 -4.08987
O -3.14996 0.36225 -4.66094
O -0.69014 0.41732 -4.75172
C -0.17371 -0.84673 -4.26517
C -0.96864 -2.03116 -4.77627
C -1.87951 2.62488 -4.77060
H -0.13072 -0.83732 -3.17717
H 0.84965 -0.88902 -4.62882
H -1.97216 -2.04806 -4.35514
H -0.46383 -2.95596 -4.49701
H -1.06527 -1.98855 -5.86161
H -0.99304 3.10361 -4.36620
H -2.77533 3.16301 -4.47157
H -1.82703 2.54552 -5.85251
O 2.19415 -2.38472 -2.59721
S 2.87825 -3.51176 -2.04303
O 2.14199 -4.55597 -1.40759
O 4.01778 -2.99311 -1.07444
C 3.63700 -2.06926 -0.02392
C 2.96300 -2.76251 1.13988
C 3.93448 -4.21421 -3.26137
H 3.01042 -1.28178 -0.44318
H 4.57279 -1.61406 0.29104
H 1.98883 -3.15890 0.85965
H 2.82190 -2.05531 1.95292
H 3.57208 -3.59441 1.49319
H 4.51714 -3.42156 -3.72064
H 3.29252 -4.69319 -3.99619
H 4.57588 -4.94861 -2.78369
```

Mulliken atomic charge list, values in e, 5 entries: atom 1 (O): -0.777, atom 2 (C): 0.419, atom 3 (O): -0.756, atom 4 (C): 0.178, atom 5 (C): -1.251

---

Entry 2:
Formula: C53H44MnN2OP2S2
Source: the OMol25 dataset
Level of theory: ωB97M-V with the def2-TZVPD basis set

- Energy relative to the best compared isomer or geometry (same formula, charge and spin): 111.22 kJ/mol
- HOMO level (alpha / beta): -4.14 / -6.99 eV
- LUMO energy (alpha / beta): -0.011 / -0.009 Eh
- Spin multiplicity: 6
- Expectation value of S²: 8.89

Geometry as XYZ:
```
105
C53H44MnN2OP2S2 (ωB97M-V with the def2-TZVPD basis set)
Mn 0.40560 1.19440 0.23939
O -0.80171 -1.17084 -0.92994
S -0.74894 -0.67180 0.47976
C -0.35958 -2.06605 1.47648
C -1.13622 -3.21303 1.22341
C -0.95269 -4.38830 1.93450
C 0.03486 -4.42375 2.90442
C 0.44508 -5.50775 3.86833
C 1.71460 -4.95292 4.56817
C 1.83629 -3.53178 4.07958
C 2.73642 -2.52813 4.38781
C 2.61625 -1.31157 3.73564
C 1.62041 -1.03960 2.77443
P 1.48469 0.66901 2.19997
C 0.68832 1.40823 3.66493
C 1.32570 1.49300 4.90190
C 0.60016 1.84878 6.02432
C -0.75744 2.12334 5.93094
C -1.39109 2.06145 4.69984
C -0.67028 1.70379 3.57367
C 3.20602 1.25279 2.17547
C 4.18097 0.46492 1.56542
C 5.46290 0.95736 1.39204
C 5.77976 2.23614 1.82894
C 4.81112 3.02266 2.43583
C 3.52199 2.54183 2.59633
C 0.69490 -2.06072 2.42858
C 0.84909 -3.29123 3.11533
C -2.45365 -0.39458 0.93456
C -2.97489 -0.89051 2.11398
C -4.34594 -0.83146 2.40702
C -5.19707 -0.30217 1.47062
C -6.69582 -0.15419 1.43741
C -6.99222 0.61357 0.12056
C -5.64344 0.82647 -0.51541
C -5.26270 1.47739 -1.66226
C -3.89568 1.62445 -1.92325
C -2.90208 1.08348 -1.11157
P -1.19078 1.60480 -1.43437
C -0.79666 0.86777 -3.05865
C -1.56976 -0.15442 -3.60267
C -1.20135 -0.74083 -4.80247
C -0.06378 -0.31359 -5.47022
C 0.71205 0.70280 -4.93368
C 0.35236 1.28634 -3.73003
C -1.47969 3.37515 -1.79442
C -1.95556 4.11316 -0.70890
C -2.18869 5.46977 -0.82755
C -1.92830 6.10970 -2.03190
C -1.46321 5.38253 -3.11430
C -1.23986 4.01697 -3.00129
C -3.27629 0.31979 0.02381
C -4.65459 0.27107 0.30724
H -1.89508 -3.15910 0.45303
H -1.57287 -5.24954 1.72407
H 0.63643 -6.45528 3.36027
H -0.35627 -5.68691 4.59229
H 2.59790 -5.53419 4.28825
H 1.63549 -4.99622 5.65618
H 3.52247 -2.67059 5.11885
H 3.33357 -0.53494 3.96311
H 2.38385 1.28964 4.99040
H 1.09740 1.90137 6.98381
H -1.31464 2.39192 6.81812
H -2.44518 2.28821 4.61201
H -1.14984 1.67182 2.59949
H 3.92902 -0.53609 1.23500
H 6.21601 0.34781 0.90992
H 6.78093 2.62143 1.68596
H 5.05882 4.01981 2.77463
H 2.74929 3.16481 3.02647
H -2.30328 -1.35713 2.82285
H -4.70821 -1.23007 3.34514
H -7.05239 0.39558 2.31013
H -7.18733 -1.12861 1.44753
H -7.46872 1.57606 0.31768
H -7.66086 0.05428 -0.53593
H -5.98900 1.90596 -2.33954
H -3.58637 2.20089 -2.78619
H -2.45017 -0.50325 -3.08346
H -1.80711 -1.53687 -5.21586
H 0.21988 -0.77692 -6.40561
H 1.59993 1.03836 -5.45360
H 0.97036 2.06483 -3.29874
H -2.13054 3.61219 0.23560
H -2.55570 6.03201 0.02037
H -2.07947 7.17661 -2.12464
H -1.26639 5.87874 -4.05576
H -0.88824 3.45803 -3.85796
S 0.80156 3.24723 0.73852
C 2.91399 -2.24396 -3.29326
C 2.82719 -0.95924 -2.55220
C 3.64533 0.15206 -2.55707
C 3.06882 1.06898 -1.66437
N 1.96294 0.53356 -1.14213
N 1.84349 -0.69900 -1.67859
C 3.51412 2.44698 -1.32579
H 3.75593 -2.22026 -3.97976
H 2.00124 -2.42406 -3.86244
H 3.05106 -3.07648 -2.60240
H 4.54317 0.28833 -3.13197
H 0.98260 -1.22099 -1.51892
H 4.19890 2.82360 -2.08319
H 4.01820 2.46474 -0.35825
H 2.64876 3.10357 -1.24397
```

Mulliken atomic charge list, values in e, 5 entries: atom 1 (Mn): 0.727, atom 2 (O): -0.879, atom 3 (S): 2.929, atom 4 (C): -0.173, atom 5 (C): -0.447

---

Entry 3:
Formula: C4H8N2S2
Source: the OMol25 dataset
Level of theory: ωB97M-V with the def2-TZVPD basis set

- Energy relative to the best compared isomer or geometry (same formula, charge and spin): 107.54 kJ/mol
- SMILES: CN(C)C(=S)C(N)=S
- HOMO level: -8.30 eV
- LUMO energy: -0.013 Eh
- Spin multiplicity: 1

Geometry as XYZ:
```
16
C4H8N2S2 (ωB97M-V with the def2-TZVPD basis set)
C -1.49968 0.62531 0.83198
N -0.21220 0.01702 0.41728
C -0.35515 -1.31850 -0.16671
C 0.88721 0.74364 0.30168
S 0.82517 2.39501 0.36499
C 2.22902 0.14218 -0.03195
N 3.08411 0.82047 -0.77195
S 2.60060 -1.25444 0.65263
H -1.64057 1.68997 0.46529
H -2.31173 0.19488 0.40685
H -1.49644 0.49530 1.88717
H -1.08435 -1.86526 0.46122
H -0.97896 -1.12657 -1.07568
H 0.55207 -1.70155 -0.34761
H 2.94881 1.80957 -0.56868
H 4.00394 0.35455 -0.93608
```

Mulliken atomic charge list, values in e, 5 entries: atom 1 (C): -1.199, atom 2 (N): 0.058, atom 3 (C): -0.974, atom 4 (C): 0.524, atom 5 (S): -0.501

---

Entry 4:
Formula: C9H11IO3
Source: the OMol25 dataset
Level of theory: ωB97M-V with the def2-TZVPD basis set

- Energy relative to the best compared isomer or geometry (same formula, charge and spin): 0.00 kJ/mol
- SMILES: C=CC[C@H]1COC(=O)[C@H]1CC(=O)I
- HOMO level: -9.71 eV
- LUMO energy: 0.014 Eh
- Spin multiplicity: 1

Geometry as XYZ:
```
24
C9H11IO3 (ωB97M-V with the def2-TZVPD basis set)
C 2.85015 -1.51695 0.07782
C 2.46335 -0.74808 -0.93718
C 1.56984 0.46497 -0.77160
C 0.59219 0.35550 0.36142
C -0.02229 1.66790 0.88895
O -1.20142 1.25881 1.58357
C -1.31708 -0.10821 1.50099
O -1.81807 -0.78895 2.35381
C -0.67802 -0.47466 0.15888
C -1.65054 0.04729 -0.92606
C -3.11994 -0.00519 -0.54163
O -3.79106 0.97670 -0.41925
I -4.01718 -1.95411 -0.27260
H 3.11807 -2.55547 -0.01129
H 2.88892 -1.09329 1.07022
H 2.80627 -0.94297 -1.94250
H 1.09979 0.70610 -1.71830
H 2.22870 1.30882 -0.53780
H 1.01744 -0.05222 1.27161
H 0.67072 2.00541 1.65573
H -0.18988 2.47435 0.18690
H -0.46615 -1.52462 0.01884
H -1.44101 1.06516 -1.22876
H -1.59279 -0.56631 -1.82176
```

Mulliken atomic charge list, values in e, 5 entries: atom 1 (C): -0.794, atom 2 (C): -0.306, atom 3 (C): -0.585, atom 4 (C): 0.037, atom 5 (C): -0.972

---

Entry 5:
Formula: C4H8NO2
Source: the OMol25 dataset
Level of theory: ωB97M-V with the def2-TZVPD basis set

- Energy relative to the best compared isomer or geometry (same formula, charge and spin): 0.00 kJ/mol
- Total charge: +1
- HOMO level: -14.82 eV
- LUMO energy: -0.128 Eh
- Spin multiplicity: 1

Geometry as XYZ:
```
15
C4H8NO2 (ωB97M-V with the def2-TZVPD basis set)
C -2.76621 -0.00827 0.02566
C 0.60134 0.51700 -0.45344
C 0.83073 -0.48233 0.38025
C 0.97372 -1.89931 -0.02471
N 0.41333 1.90143 0.01596
O -2.13264 0.94453 0.16773
O -3.37378 -0.95502 -0.11090
H 0.50649 0.39931 -1.52203
H 0.90435 -0.28962 1.44514
H 0.14009 -2.47356 0.38015
H 1.88335 -2.32026 0.39850
H 0.99341 -2.01306 -1.10529
H 0.75280 2.58433 -0.66978
H 0.88052 2.05150 0.91882
H -0.60750 2.04333 0.15395
```

Mulliken atomic charge list, values in e, 5 entries: atom 1 (C): 0.692, atom 2 (C): -0.297, atom 3 (C): -0.057, atom 4 (C): -1.191, atom 5 (N): -0.211

---

Entry 6:
Formula: C4H14N2O
Source: the OMol25 dataset
Level of theory: ωB97M-V with the def2-TZVPD basis set

- Energy relative to the best compared isomer or geometry (same formula, charge and spin): 19.32 kJ/mol
- Total charge: -1
- HOMO level (alpha / beta): 1.01 / -5.95 eV
- LUMO energy (alpha / beta): 0.136 / 0.132 Eh
- Spin multiplicity: 2
- Expectation value of S²: 0.75

Geometry as XYZ:
```
21
C4H14N2O (ωB97M-V with the def2-TZVPD basis set)
C 0.97515 1.70146 -0.43245
C -0.38115 1.00791 -0.64830
C -0.78383 -0.06516 0.35114
C -1.08073 0.38443 1.80015
N -2.44018 0.12491 2.29259
N 2.08720 0.81703 -0.10706
H 0.86973 2.51458 0.29673
H 1.18779 2.23890 -1.34805
H -0.31347 0.49835 -1.61035
H -1.18712 1.73545 -0.77692
H -1.70913 -0.51383 -0.01798
H -0.05881 -0.86971 0.33756
H -0.86528 1.45763 1.85980
H -0.41918 -0.09584 2.51209
H -3.12129 0.59136 1.70716
H -2.62117 -0.86965 2.24369
H 2.02464 0.57572 0.87250
H 2.07317 -0.01019 -0.69601
H 2.19177 -4.47835 -2.99182
H 1.97507 -3.02207 -2.53824
O 1.59684 -3.72294 -3.10623
```

Mulliken atomic charge list, values in e, 5 entries: atom 1 (C): -0.948, atom 2 (C): -0.858, atom 3 (C): -1.161, atom 4 (C): -0.731, atom 5 (N): -0.697

---

Entry 7:
Formula: C5H7NS
Source: the OMol25 dataset
Level of theory: ωB97M-V with the def2-TZVPD basis set

- Energy relative to the best compared isomer or geometry (same formula, charge and spin): 275.75 kJ/mol
- HOMO level: -8.71 eV
- LUMO energy: 0.008 Eh
- Spin multiplicity: 1

Geometry as XYZ:
```
14
C5H7NS (ωB97M-V with the def2-TZVPD basis set)
C -2.24799 1.20260 -0.74632
C -0.68239 0.28647 0.99120
C 0.38879 -0.71669 0.40320
C -0.94652 1.14301 -0.20273
C 0.06818 -0.44382 -1.07395
N -3.27027 1.15672 -1.26529
S 1.38812 -0.40366 -2.22745
H -1.56953 -0.40286 1.07296
H -0.60998 0.81684 2.00961
H 1.42595 -0.25700 0.51590
H 0.26054 -1.82410 0.57535
H -0.35989 2.10087 -0.43147
H -0.61536 -1.04776 -1.54261
H 2.22452 0.34572 -1.51298
```

Mulliken atomic charge list, values in e, 5 entries: atom 1 (C): 0.121, atom 2 (C): -0.600, atom 3 (C): -0.414, atom 4 (C): -0.082, atom 5 (C): -0.402

---

Number 1: energy -89258.138 eV. Number 2: energy -132271.266 eV. Number 3: energy -28927.194 eV. Number 4: energy -23753.037 eV. Number 5: energy -9856.331 eV. Number 6: energy -9401.383 eV. Number 7: energy -17620.788 eV.